(1)
{"formula": "C23H48N2O7S2", "method": "the ωB97M-V functional and the def2-TZVPD basis", "symbols": ["C", "C", "N", "H", "H", "H", "C", "C", "N", "H", "H", "H", "C", "S", "O", "C", "H", "H", "H", "H", "H", "H", "C", "S", "O", "C", "H", "H", "H", "H", "H", "H", "C", "C", "O", "C", "H", "H", "H", "H", "H", "H", "C", "C", "O", "C", "H", "H", "H", "H", "H", "H", "C", "C", "O", "C", "H", "H", "H", "H", "H", "H", "C", "C", "O", "C", "H", "H", "H", "H", "H", "H", "C", "C", "O", "C", "H", "H", "H", "H", "H", "H"], "xyz": [[0.000, -1.378, 0.108], [1.174, -0.571, -0.242], [2.082, 0.031, -0.538], [0.333, -2.337, 0.504], [-0.607, -1.687, -0.743], [-0.565, -0.793, 0.833], [3.140, -2.564, 4.417], [2.180, -1.865, 3.530], [1.393, -1.364, 2.848], [3.740, -3.247, 3.816], [2.537, -3.146, 5.114], [3.697, -1.863, 5.039], [2.351, -5.719, -1.902], [1.705, -4.388, -0.841], [0.622, -3.653, -1.592], [0.885, -5.422, 0.462], [3.150, -6.213, -1.349], [2.560, -5.278, -2.876], [1.554, -6.453, -2.025], [1.523, -6.271, 0.708], [-0.015, -5.809, -0.016], [0.767, -4.835, 1.373], [-3.315, -1.281, -3.038], [-3.855, -0.467, -1.456], [-2.596, 0.139, -0.894], [-4.828, 0.921, -2.146], [-2.555, -2.059, -2.980], [-2.866, -0.488, -3.636], [-4.184, -1.784, -3.463], [-4.298, 1.249, -3.040], [-4.988, 1.600, -1.308], [-5.768, 0.473, -2.468], [2.626, 5.203, -2.025], [3.072, 3.865, -1.454], [3.135, 3.739, -0.225], [3.225, 2.705, -2.440], [2.209, 5.150, -3.031], [3.392, 5.978, -2.025], [1.793, 5.549, -1.413], [3.613, 1.804, -1.964], [3.897, 2.974, -3.255], [2.288, 2.348, -2.866], [-1.550, 1.521, 3.348], [-1.314, 2.994, 2.998], [-2.067, 3.869, 3.371], [-0.181, 3.257, 2.063], [-2.506, 1.484, 3.870], [-0.844, 1.175, 4.104], [-1.568, 0.900, 2.452], [-0.388, 2.808, 1.092], [0.819, 3.108, 2.471], [-0.250, 4.322, 1.842], [-2.278, 3.968, -1.892], [-0.984, 3.371, -2.469], [-0.262, 3.986, -3.308], [-0.552, 1.955, -1.992], [-2.310, 3.939, -0.803], [-3.144, 3.425, -2.270], [-2.326, 5.023, -2.159], [0.496, 1.799, -2.245], [-1.123, 1.167, -2.484], [-0.732, 1.783, -0.931], [3.917, 1.262, 1.973], [4.436, 2.288, 2.956], [5.405, 2.032, 3.726], [3.938, 3.683, 2.832], [2.848, 1.072, 2.074], [4.474, 0.330, 2.064], [4.086, 1.647, 0.968], [2.868, 3.673, 2.621], [4.428, 4.133, 1.969], [4.026, 4.279, 3.741], [-5.431, -4.081, -0.174], [-4.027, -4.338, 0.255], [-3.682, -4.197, 1.411], [-2.968, -4.551, -0.801], [-6.194, -4.350, 0.555], [-5.536, -4.666, -1.088], [-5.519, -3.028, -0.444], [-3.449, -4.642, -1.775], [-2.471, -5.498, -0.590], [-2.293, -3.696, -0.833]], "lumo_ha": 0.0065, "charge": 0, "homo_lumo_gap_ev": 8.997}

=====

(2)
{"formula": "H6O3", "method": "the ωB97M-V functional and the def2-TZVPD basis", "symbols": ["O", "H", "H", "O", "H", "H", "O", "H", "H"], "xyz": [[0.799, 1.582, -2.098], [0.618, 0.859, -2.711], [0.085, 2.214, -2.247], [-0.750, -2.391, 1.506], [-1.347, -2.018, 2.160], [-0.213, -1.630, 1.196], [0.258, 0.077, 0.806], [0.225, 0.796, 1.445], [0.324, 0.511, -0.056]], "lumo_ha": 0.0173, "charge": 0, "homo_lumo_gap_ev": 11.002}

=====

(3)
{"formula": "C4H6N2O2", "method": "the ωB97M-V functional and the def2-TZVPD basis", "symbols": ["C", "C", "C", "C", "H", "H", "H", "H", "H", "H", "N", "N", "O", "O"], "xyz": [[-0.469, 0.542, -0.503], [-0.100, 1.970, -0.214], [0.320, -0.671, -0.437], [1.395, -0.591, 0.767], [-3.259, -0.755, 0.153], [-0.902, 2.795, -0.371], [-0.296, -1.687, -0.551], [1.523, -1.442, 1.671], [1.741, 0.456, 0.799], [1.522, -1.934, -0.616], [-1.838, 0.621, -0.246], [1.711, -0.877, -0.797], [-2.325, -0.677, 0.227], [0.977, 2.251, 0.116]], "lumo_ha": 0.0000, "charge": 0, "homo_lumo_gap_ev": 9.328}

=====

(4)
{"formula": "C29H32AsN3O3SZr", "method": "the ωB97M-V functional and the def2-TZVPD basis", "symbols": ["Zr", "C", "C", "C", "C", "C", "C", "C", "H", "H", "H", "H", "H", "H", "H", "H", "S", "C", "C", "C", "C", "C", "C", "As", "C", "C", "C", "C", "C", "C", "C", "C", "C", "C", "C", "C", "H", "H", "H", "H", "H", "H", "H", "H", "H", "H", "H", "H", "H", "H", "N", "C", "C", "O", "O", "H", "H", "H", "H", "C", "N", "C", "N", "O", "H", "H", "H", "H", "H", "H"], "xyz": [[0.161, 0.255, -0.338], [2.004, 3.380, -1.213], [2.025, 2.270, -0.204], [1.236, 2.337, 0.955], [1.294, 1.334, 1.931], [2.145, 0.248, 1.761], [2.918, 0.159, 0.604], [2.851, 1.150, -0.371], [2.676, 4.176, -0.886], [1.008, 3.808, -1.302], [2.328, 3.037, -2.194], [0.592, 3.189, 1.109], [0.671, 1.405, 2.809], [2.181, -0.536, 2.502], [3.560, -0.697, 0.451], [3.431, 1.049, -1.276], [-1.625, -0.351, 1.351], [-3.252, 0.255, 0.960], [-4.345, -0.384, 1.540], [-5.629, 0.068, 1.277], [-5.839, 1.161, 0.442], [-4.754, 1.803, -0.129], [-3.464, 1.342, 0.118], [-1.893, 2.264, -0.480], [-1.950, 3.857, 0.620], [-1.841, 3.683, 1.998], [-1.961, 4.773, 2.844], [-2.191, 6.038, 2.314], [-2.321, 6.206, 0.943], [-2.209, 5.114, 0.091], [-2.280, 2.800, -2.297], [-1.523, 3.782, -2.929], [-1.725, 4.061, -4.272], [-2.673, 3.351, -4.998], [-3.425, 2.364, -4.372], [-3.227, 2.088, -3.026], [-4.187, -1.225, 2.205], [-6.474, -0.432, 1.734], [-6.844, 1.515, 0.248], [-4.908, 2.667, -0.763], [-1.701, 2.690, 2.415], [-1.887, 4.637, 3.916], [-2.286, 6.892, 2.976], [-2.522, 7.187, 0.532], [-2.341, 5.251, -0.969], [-0.781, 4.347, -2.381], [-1.141, 4.838, -4.753], [-2.832, 3.573, -6.046], [-4.179, 1.820, -4.928], [-3.846, 1.340, -2.545], [-1.461, -0.973, -1.849], [-0.776, -1.008, -3.182], [0.411, -0.200, -2.708], [1.365, -0.775, -2.146], [0.117, 1.005, -2.349], [-1.799, -1.873, -1.533], [-2.261, -0.351, -1.885], [-1.357, -0.535, -3.963], [-0.492, -2.016, -3.448], [1.063, -5.134, -0.878], [1.240, -3.704, -0.640], [0.425, -2.954, 0.081], [-0.683, -3.486, 0.599], [0.703, -1.720, 0.275], [1.879, -5.481, -1.503], [0.126, -5.337, -1.399], [1.095, -5.692, 0.058], [1.998, -3.210, -1.083], [-0.838, -4.480, 0.605], [-1.217, -2.902, 1.226]], "lumo_ha": -0.2200, "charge": 2, "homo_lumo_gap_ev": 7.475}

=====

| no. | HOMO level (hartree) | maximum force (hartree/bohr) |
| --- | --- | --- |
| 1 | -0.3241 | 0.0783 |
| 2 | -0.3870 | 0.0148 |
| 3 | -0.3428 | 0.1251 |
| 4 | -0.4947 | 0.0163 |